No. 1
{
  "formula": "C6H9N",
  "method": "ωB97M-V/def2-TZVPD",
  "species": ["C", "C", "N", "C", "C", "C", "C", "H", "H", "H", "H", "H", "H", "H", "H", "H"],
  "xyz": [[1.739, 1.262, -0.064], [0.345, 0.976, -0.471], [1.498, 0.050, -0.824], [0.956, -0.921, 0.184], [-0.363, -0.155, 0.211], [-1.661, -0.156, 0.948], [-1.566, -0.807, -0.408], [2.139, 1.176, 0.942], [2.243, 2.018, -0.661], [-0.136, 1.608, -1.213], [1.551, -0.914, 1.102], [0.873, -1.940, -0.202], [-2.144, 0.819, 0.962], [-1.819, -0.758, 1.839], [-1.532, -1.895, -0.442], [-2.054, -0.360, -1.271]],
  "forces_ev_per_a": [[0.17, 0.19, 0.15], [-0.17, 0.03, -0.49], [0.15, -0.17, -0.25], [-0.01, -0.30, 0.23], [0.07, -0.01, -0.08], [0.08, 0.15, 0.23], [-0.01, -0.04, -0.19], [-0.31, -0.01, 0.10], [-0.14, -0.01, 0.10], [0.07, -0.10, -0.06], [-0.06, -0.09, -0.02], [0.10, 0.17, 0.02], [-0.01, -0.18, 0.16], [0.07, 0.05, -0.18], [-0.04, 0.24, 0.05], [0.03, 0.08, 0.23]],
  "lowdin_charge": [-0.13, -0.17, -0.01, -0.10, -0.39, -0.07, -0.09, 0.11, 0.11, 0.13, 0.11, 0.11, 0.10, 0.10, 0.10, 0.10],
  "relative_energy_kj_mol": 323.26,
  "lumo_ev": 1.11,
  "homo_lumo_gap_ev": 10.0,
  "total_energy_ev": -7854.8093
}

=====

No. 2
{
  "formula": "C14H18FNO3",
  "method": "ωB97M-V/def2-TZVPD",
  "species": ["C", "C", "C", "O", "O", "C", "C", "C", "C", "N", "C", "C", "C", "C", "C", "O", "C", "C", "F", "H", "H", "H", "H", "H", "H", "H", "H", "H", "H", "H", "H", "H", "H", "H", "H", "H", "H"],
  "xyz": [[-0.670, -4.174, -1.586], [-0.604, -3.022, -2.590], [-1.658, -3.197, -3.738], [-2.509, -2.336, -3.841], [-1.639, -4.383, -4.480], [-0.398, -1.763, -1.878], [-1.376, -1.247, -0.966], [-1.091, -0.129, -0.202], [0.065, 0.602, -0.352], [0.135, 1.799, 0.244], [0.129, 1.884, 1.744], [1.465, 1.370, 2.196], [1.880, 2.139, 3.468], [1.318, 3.539, 3.140], [0.073, 3.382, 2.189], [-1.094, 3.535, 3.000], [0.918, 0.163, -1.408], [0.732, -0.989, -2.179], [1.688, -1.376, -3.110], [0.206, -4.158, -0.899], [-1.659, -4.205, -1.015], [-0.585, -5.170, -2.096], [0.309, -3.129, -3.149], [-2.507, -4.553, -4.665], [-2.309, -1.752, -0.756], [-1.895, 0.223, 0.492], [0.773, 2.475, -0.235], [-0.773, 1.452, 2.200], [1.345, 0.302, 2.307], [2.270, 1.675, 1.511], [1.433, 1.669, 4.406], [3.014, 2.168, 3.486], [2.130, 4.202, 2.749], [0.945, 4.220, 3.918], [0.079, 4.162, 1.413], [-1.853, 3.766, 2.403], [1.713, 0.861, -1.723]],
  "forces_ev_per_a": [[-0.54, -1.80, 0.29], [0.55, -2.44, -1.58], [-1.06, 1.55, 1.70], [0.52, -1.52, -0.81], [3.95, 2.19, 2.28], [-1.45, 1.56, -0.52], [1.95, -0.11, 0.06], [-2.12, -0.95, 0.82], [-0.03, -2.06, -3.20], [0.46, 2.96, 0.85], [0.62, 2.02, -2.14], [0.44, 0.04, 1.32], [-0.12, -0.34, 0.68], [-0.20, 1.54, -0.17], [0.82, -0.52, 0.99], [-1.16, 0.85, -0.82], [1.08, 1.31, -0.17], [-0.65, 0.25, 1.57], [-1.38, 0.59, 1.13], [-0.83, 0.31, -0.26], [1.41, 0.26, -0.55], [-0.22, 0.86, 0.25], [0.74, -0.59, -0.24], [-3.76, -0.64, -1.26], [0.07, -0.24, -0.39], [0.89, -0.21, -0.59], [-0.60, -0.96, 1.06], [0.55, -0.37, -0.42], [0.80, -0.44, 0.01], [-0.60, -0.63, -0.48], [0.75, 0.77, -1.08], [-1.41, -0.14, 0.56], [-0.59, -0.78, -0.48], [0.14, -0.82, 0.53], [0.02, -0.56, -0.14], [1.07, -0.39, 0.89], [-0.11, -0.53, 0.33]],
  "lowdin_charge": [-0.05, -0.26, -0.38, 0.11, 0.12, -0.16, 0.00, -0.04, -0.33, 0.03, -0.24, -0.17, -0.17, -0.14, -0.31, -0.06, 0.06, -0.17, 0.04, 0.10, 0.11, 0.09, 0.13, 0.06, 0.12, 0.13, 0.16, 0.15, 0.12, 0.13, 0.13, 0.12, 0.12, 0.11, 0.14, 0.12, 0.12],
  "relative_energy_kj_mol": 268.52,
  "lumo_ev": 0.67,
  "homo_lumo_gap_ev": 8.6,
  "total_energy_ev": -25158.5771
}

=====

No. 3
{
  "formula": "C24H44F4N10O8S4",
  "method": "ωB97M-V/def2-TZVPD",
  "species": ["C", "C", "N", "C", "C", "N", "C", "C", "H", "H", "H", "H", "H", "H", "H", "H", "H", "H", "H", "C", "C", "N", "C", "C", "N", "C", "C", "H", "H", "H", "H", "H", "H", "H", "H", "H", "H", "H", "C", "C", "N", "C", "C", "N", "C", "C", "H", "H", "H", "H", "H", "H", "H", "H", "H", "H", "H", "C", "C", "N", "C", "C", "N", "C", "C", "H", "H", "H", "H", "H", "H", "H", "H", "H", "H", "H", "N", "S", "O", "O", "F", "S", "O", "O", "F", "N", "S", "O", "O", "F", "S", "O", "O", "F"],
  "xyz": [[4.134, 5.346, 1.281], [4.267, 4.133, 2.187], [4.672, 2.852, 1.524], [5.996, 2.402, 1.349], [5.913, 1.220, 0.712], [4.538, 0.981, 0.478], [3.874, 1.982, 0.975], [3.990, -0.221, -0.162], [3.373, 5.296, 0.508], [5.093, 5.514, 0.790], [3.980, 6.233, 1.901], [3.315, 3.947, 2.696], [5.022, 4.202, 2.970], [6.857, 2.906, 1.763], [6.639, 0.467, 0.426], [2.811, 2.060, 1.028], [4.520, -0.322, -1.108], [2.920, -0.147, -0.260], [4.102, -1.062, 0.506], [0.531, -4.575, 2.444], [1.665, -3.810, 1.843], [2.061, -2.715, 2.803], [2.977, -2.860, 3.827], [3.098, -1.672, 4.402], [2.211, -0.834, 3.743], [1.666, -1.480, 2.749], [2.012, 0.575, 4.081], [0.740, -4.978, 3.430], [0.272, -5.374, 1.751], [-0.313, -3.902, 2.563], [1.334, -3.287, 0.958], [2.590, -4.347, 1.595], [3.426, -3.821, 3.951], [3.693, -1.397, 5.252], [0.837, -1.127, 2.147], [2.934, 1.135, 3.939], [1.662, 0.673, 5.095], [1.248, 0.975, 3.419], [-4.547, 1.323, -0.447], [-5.240, 0.861, 0.816], [-4.396, 1.221, 2.006], [-3.139, 0.753, 2.278], [-2.743, 1.305, 3.437], [-3.787, 2.164, 3.832], [-4.795, 2.053, 2.981], [-3.796, 3.042, 5.032], [-5.197, 1.188, -1.300], [-3.605, 0.835, -0.672], [-4.422, 2.414, -0.441], [-5.396, -0.205, 0.869], [-6.169, 1.337, 1.057], [-2.621, 0.115, 1.574], [-1.841, 1.249, 4.032], [-5.703, 2.640, 2.966], [-4.765, 3.528, 5.084], [-3.028, 3.806, 4.929], [-3.674, 2.408, 5.903], [-2.192, -5.054, -1.440], [-2.903, -4.887, -2.785], [-2.254, -3.751, -3.558], [-2.269, -2.419, -3.119], [-1.644, -1.765, -4.093], [-1.236, -2.678, -5.034], [-1.655, -3.882, -4.700], [-0.426, -2.380, -6.262], [-2.474, -4.176, -0.871], [-1.103, -5.115, -1.532], [-2.550, -5.920, -0.896], [-3.927, -4.533, -2.680], [-2.850, -5.795, -3.363], [-2.672, -2.135, -2.153], [-1.394, -0.720, -4.190], [-1.453, -4.817, -5.201], [-0.490, -1.311, -6.447], [-0.869, -2.912, -7.097], [0.607, -2.651, -6.092], [-0.917, 1.461, -5.602], [-1.467, 2.472, -4.329], [-2.623, 3.183, -4.671], [-0.446, 3.143, -3.596], [-1.929, 1.201, -3.233], [-0.600, 2.382, -6.881], [0.179, 3.493, -6.580], [-1.641, 2.459, -7.803], [0.511, 1.303, -7.647], [0.471, 0.593, 0.435], [0.227, 2.311, 0.177], [-1.127, 2.470, 0.097], [1.266, 2.932, -0.570], [0.516, 2.900, 1.751], [-0.104, -0.210, -0.722], [0.388, 0.116, -1.973], [-1.456, -0.633, -0.558], [0.711, -1.674, -0.275]],
  "forces_ev_per_a": [[1.16, 0.15, 0.11], [-0.39, -0.75, 0.23], [1.53, 1.24, 0.18], [-0.63, 0.17, 0.40], [-0.95, -0.72, -0.41], [1.61, -0.88, -0.16], [-1.54, 0.15, 0.32], [0.23, 0.37, 0.22], [-0.22, -0.30, 0.16], [0.00, 0.05, -0.17], [-0.21, -0.19, -0.03], [0.13, -0.19, -0.13], [-0.05, 0.66, -0.04], [-0.21, 0.11, -0.16], [-0.04, 0.41, 0.02], [-0.36, 0.03, -0.30], [-0.35, -0.39, 0.03], [-0.34, 0.53, -0.50], [0.64, -0.38, 0.05], [-0.19, -0.41, -0.10], [0.66, 1.18, 0.59], [0.86, -2.06, -1.03], [-0.42, -1.21, -1.25], [-0.15, 0.73, 0.75], [1.34, 1.56, 1.35], [-1.99, 0.27, -0.33], [-0.25, 0.00, -0.57], [0.22, -0.24, 0.00], [-0.22, -0.12, 0.21], [-0.26, -0.01, -0.13], [0.01, 0.01, -0.31], [-0.42, -0.13, 0.26], [0.34, -0.14, 0.40], [-0.03, 0.33, 0.01], [0.43, 0.25, -0.30], [0.03, -0.05, 0.06], [0.03, -0.06, 0.39], [0.02, 0.07, -0.13], [-0.68, 0.92, -0.34], [1.33, 0.17, 0.74], [-0.96, -0.02, -0.05], [0.02, -0.30, -0.64], [-0.59, 1.30, 0.84], [0.40, -0.06, 0.92], [1.12, -0.31, -1.07], [-0.14, -0.49, -0.64], [-0.25, -0.42, -0.23], [0.16, -0.09, 0.22], [0.32, -0.28, 0.25], [-0.02, -0.38, -0.11], [-0.65, 0.32, -0.46], [-0.05, 0.00, 0.14], [-0.20, -0.05, -0.28], [0.04, -0.19, 0.17], [-0.04, 0.01, 0.00], [0.07, -0.17, 0.13], [0.19, 0.17, 0.15], [-0.38, 0.48, -0.27], [0.89, 1.24, -0.13], [-1.87, -1.64, 2.90], [-0.41, -1.75, 0.18], [1.13, 1.32, -0.79], [0.87, 0.77, -1.82], [0.71, 0.11, -0.29], [-0.74, 0.34, 0.69], [0.35, 0.14, 0.49], [-0.24, 0.04, -0.14], [-0.14, -0.22, -0.05], [-0.12, -0.54, 0.19], [-0.09, -0.07, -0.46], [0.08, 0.04, -0.47], [-0.04, 0.08, -0.08], [-0.13, 0.20, -0.12], [-0.01, 0.09, 0.00], [0.10, -0.09, -0.06], [0.11, -0.15, 0.00], [-0.98, 1.25, 2.43], [2.42, -2.86, -0.97], [-1.71, 0.38, 0.02], [-0.05, -0.47, 0.24], [0.30, 1.44, -1.59], [1.65, -3.53, -0.10], [1.42, 2.22, 0.48], [-1.56, 0.01, -1.42], [-1.61, 1.19, 1.28], [1.17, 4.30, 2.01], [4.09, -2.61, 2.29], [-4.12, 1.37, -1.02], [-0.69, -0.36, 0.38], [0.24, -1.28, -1.51], [-0.55, -3.11, 1.20], [0.92, 0.33, -2.58], [-0.55, -0.10, 0.08], [-0.56, 1.29, -0.43]],
  "lowdin_charge": [-0.04, -0.15, -0.02, 0.02, 0.02, -0.06, -0.07, 0.04, 0.08, 0.08, 0.09, 0.12, 0.13, 0.14, 0.14, 0.12, 0.12, 0.06, 0.09, -0.06, -0.14, -0.03, 0.01, 0.00, -0.07, -0.06, 0.03, 0.09, 0.09, 0.08, 0.09, 0.14, 0.14, 0.14, 0.14, 0.10, 0.10, 0.08, -0.05, -0.12, -0.04, -0.01, 0.01, -0.08, 0.00, 0.04, 0.09, 0.06, 0.10, 0.13, 0.12, 0.12, 0.13, 0.18, 0.10, 0.10, 0.10, -0.07, -0.12, -0.05, 0.01, 0.00, -0.06, -0.05, 0.06, 0.06, 0.09, 0.08, 0.13, 0.12, 0.12, 0.10, 0.18, 0.09, 0.10, 0.10, -0.33, 0.59, -0.25, -0.28, -0.30, 0.48, -0.26, -0.25, -0.28, -0.32, 0.60, -0.22, -0.23, -0.26, 0.43, -0.22, -0.30, -0.29],
  "relative_energy_kj_mol": 119.82,
  "lumo_ev": -4.47,
  "homo_lumo_gap_ev": 7.0,
  "charge": 2,
  "total_energy_ev": -111076.9936
}

=====

No. 4
{
  "formula": "C4H10NSi",
  "method": "ωB97M-V/def2-TZVPD",
  "species": ["C", "C", "C", "C", "N", "Si", "H", "H", "H", "H", "H", "H", "H", "H", "H", "H"],
  "xyz": [[0.805, 2.756, -0.881], [1.129, 4.096, -1.171], [-1.190, -0.942, 1.683], [-0.303, -3.598, -0.059], [0.593, 1.654, -0.637], [-0.161, -1.719, 0.276], [1.551, 4.455, -0.196], [2.033, 4.187, -1.968], [0.350, 4.549, -1.561], [-0.739, 0.044, 1.808], [-2.213, -0.798, 1.433], [-1.397, -1.734, 2.347], [0.163, -3.821, -0.979], [0.108, -4.181, 0.782], [-1.486, -3.813, -0.180], [0.756, -1.136, -0.696]],
  "forces_ev_per_a": [[-0.03, -2.06, -0.20], [6.69, -0.80, 0.70], [1.49, 0.14, -2.94], [-2.99, 1.40, 1.27], [-0.24, -0.13, 0.20], [-1.32, -1.64, 0.24], [-0.67, 0.53, -1.00], [-2.10, -0.49, 1.85], [-3.74, 2.77, -1.44], [-0.06, -0.31, 1.22], [-1.03, 0.57, -1.26], [0.94, -0.59, 1.94], [0.66, -0.37, -0.95], [-0.31, 0.06, -0.35], [2.65, 0.32, 0.47], [0.05, 0.59, 0.24]],
  "lowdin_charge": [-0.30, -0.05, -0.16, -0.22, 0.12, 1.07, 0.12, 0.16, 0.02, 0.04, 0.04, 0.03, 0.00, 0.05, 0.11, -0.04],
  "relative_energy_kj_mol": 241.73,
  "lumo_ev": -5.75,
  "homo_lumo_gap_ev": 9.0,
  "charge": 1,
  "total_energy_ev": -13668.5743
}